# 1
Formula: C3H11NO2Si2
Source: the Open Molecules 2025 dataset
Level of theory: wB97M-V/def2-TZVPD

The geometry in XYZ format:
```
19
Properties=species:S:1:pos:R:3
N -1.1575 1.0368 -3.7489
C -1.0593 1.3498 -2.3697
O -1.7059 2.2443 -1.8899
C -0.0864 0.5355 -1.5231
C -0.6552 0.1575 -0.1515
Si 0.6817 -0.3941 1.0077
O 0.0556 -0.7505 2.4888
Si 0.8003 -1.4250 3.7921
H -0.8004 0.1082 -3.9404
H -0.6572 1.6936 -4.3365
H 0.7964 1.1785 -1.4157
H 0.2515 -0.3488 -2.0695
H -1.1684 1.0285 0.2655
H -1.3991 -0.6375 -0.2619
H 1.6882 0.6893 1.1417
H 1.3581 -1.6013 0.4688
H -0.2359 -1.7355 4.7934
H 1.5114 -2.6620 3.4003
H 1.7821 -0.4673 4.3488
```

Calculated values
Electronic energy in a.u.: -905.19567
Relative energy (zero: lowest compared OMol25 entry of this formula, charge and spin) in kJ/mol: 0.0
E_HOMO in eV: -10.058

***

# 2
Formula: C4H8O
Source: the Open Molecules 2025 dataset
Level of theory: wB97M-V/def2-TZVPD

The geometry in XYZ format:
```
13
Properties=species:S:1:pos:R:3
C 1.4217 0.5658 0.7044
C 0.3229 -0.0114 -0.1013
C -0.1093 -1.3863 -0.1905
C -1.2110 1.0245 -0.2366
O 1.4238 0.4377 -0.7164
H 1.4674 1.5217 1.1607
H 2.0432 -0.2080 1.2344
H 0.0583 -1.6736 -1.3450
H -1.1582 -1.4789 -0.1829
H 0.3545 -2.1062 0.3915
H -1.2584 2.0797 -0.4958
H -1.5524 0.7583 0.7535
H -1.8025 0.4766 -0.9760
```

Calculated values
Electronic energy in a.u.: -232.33975
Structure (SMILES): CC1(C)CO1
Relative energy (zero: lowest compared OMol25 entry of this formula, charge and spin) in kJ/mol: 278.0
E_HOMO in eV: -9.566

***

# 3
Formula: C3H7N3O
Source: the Open Molecules 2025 dataset
Level of theory: wB97M-V/def2-TZVPD

The geometry in XYZ format:
```
14
Properties=species:S:1:pos:R:3
C -0.2871 0.1761 0.0004
N -1.0730 -0.1789 -1.1535
N -1.2449 0.4643 1.0443
C 0.6612 1.3798 -0.1978
C 0.6389 -0.9577 0.4161
N 0.8928 -2.0466 -0.1926
O 1.8665 1.4265 -0.4703
H -1.5947 0.6232 -1.4867
H -0.4385 -0.5342 -1.8712
H -0.7751 0.6078 1.9344
H -1.8479 -0.3516 1.1345
H 1.6688 -2.5754 0.2162
H 0.0853 2.2962 -0.4424
H 1.4477 -0.3295 1.0687
```

Calculated values
Electronic energy in a.u.: -357.95723
Structure (SMILES): [H]/N=C/C(N)(N)C=O
Relative energy (zero: lowest compared OMol25 entry of this formula, charge and spin) in kJ/mol: 243.2
E_HOMO in eV: -9.540

***

| no. | HOMO-LUMO gap (eV) |
| --- | --- |
| 1 | 10.7146 |
| 2 | 10.5709 |
| 3 | 10.0107 |